{"formula": "C2H4O5S", "method": "ωB97M-V with the def2-TZVPD basis set", "elements": ["C", "C", "O", "O", "O", "O", "O", "S", "H", "H", "H", "H"], "coordinates": [[-0.132449, -0.367224, 0.300892], [0.206289, 0.720301, -0.678390], [-1.057243, -2.083929, 2.643370], [-3.066728, -0.865769, 2.685356], [-1.215485, -0.042679, 1.057839], [-2.421216, -1.947940, 0.525391], [0.349065, -1.398027, 0.484795], [-2.087167, -1.286130, 1.772136], [-0.436181, 1.534753, -0.512956], [-0.047817, 0.172285, -1.607400], [1.221271, 1.044474, -0.581295], [-0.464042, -2.736756, 2.227384]], "atomic_forces_ev_per_a": [[-1.4, 2.8, 0.5], [-0.5, -1.9, -0.1], [-0.1, 0.1, 0.5], [0.2, 1.1, 0.1], [-1.8, 1.3, 2.3], [-0.2, -0.2, 2.1], [3.0, -3.8, -0.4], [0.9, -1.6, -4.0], [-0.9, 1.0, -0.1], [0.5, 0.9, 0.0], [0.7, -0.2, -0.3], [-0.4, 0.6, -0.6]], "mulliken_charge": [0.851, -0.980, -0.452, -0.510, -0.336, -0.587, -0.491, 1.201, 0.316, 0.276, 0.307, 0.404], "relative_energy_kcal_mol": 16.6, "total_charge": 0, "spin_multiplicity": 1, "energy_ev": -23210.646, "homo_lumo_gap_ev": 12.0, "e_lumo_ha": 0.01948}